[1]
{
  "formula": "C2H33O15",
  "method": "ωB97M-V/def2-TZVPD",
  "species": ["C", "C", "O", "H", "H", "H", "H", "H", "O", "H", "H", "O", "H", "H", "O", "H", "H", "O", "H", "H", "O", "H", "H", "O", "H", "H", "O", "H", "H", "O", "H", "H", "O", "H", "H", "O", "H", "H", "O", "H", "H", "O", "H", "H", "O", "H", "H", "O", "H", "H"],
  "coordinates": [[19.24100, -19.74700, -13.02600], [19.27800, -18.57100, -12.15100], [19.22800, -17.41600, -12.89200], [20.20000, -19.95000, -13.44900], [18.48300, -19.58700, -13.87200], [18.82800, -20.59500, -12.48500], [20.23700, -18.48200, -11.58800], [18.44200, -18.60100, -11.44600], [20.17800, -17.47600, -8.93500], [19.94900, -16.86300, -8.20500], [20.27900, -16.91000, -9.67900], [20.44300, -15.88400, -11.16500], [21.34800, -16.10700, -11.37000], [19.92300, -16.47700, -11.80100], [18.69900, -14.91000, -14.26700], [18.57300, -15.72600, -13.83500], [18.30100, -14.25900, -13.68500], [22.55200, -18.03300, -10.01000], [23.13400, -18.48100, -9.39100], [21.65300, -18.08900, -9.61800], [17.70100, -16.33500, -9.80500], [17.59300, -16.25400, -10.76900], [18.39600, -17.00000, -9.72600], [16.71600, -16.68100, -12.36900], [17.54200, -17.11900, -12.47500], [16.08400, -17.29500, -12.71800], [20.28800, -20.68200, -9.80900], [19.81000, -21.41300, -9.42700], [20.15200, -20.87400, -10.70200], [16.66600, -20.12900, -16.39900], [16.20100, -20.80100, -15.91000], [17.36400, -19.79200, -15.91100], [17.59400, -17.69900, -15.15700], [18.07300, -17.89500, -14.35300], [18.07500, -17.18400, -15.79300], [15.63500, -19.56700, -11.16000], [15.35500, -19.36400, -12.04100], [15.16200, -20.38100, -11.01500], [17.61500, -19.55500, -9.19000], [17.28000, -19.19700, -10.00700], [18.51200, -19.79100, -9.35300], [16.83000, -22.33300, -11.92400], [16.72300, -22.80700, -11.06400], [17.41600, -21.59600, -11.76400], [22.73800, -16.57800, -12.62900], [22.15400, -16.75300, -13.42000], [22.88600, -17.39500, -12.13600], [21.11800, -17.20000, -14.63800], [20.51800, -17.16100, -15.37500], [20.49600, -17.34500, -13.95800]],
  "charge": -1,
  "relative_energy_kcal_mol": 33.2,
  "energy_ev": -33324.0599,
  "multiplicity": 1
}



[2]
{
  "formula": "C26H22BHfN5O13SSe",
  "method": "ωB97M-V/def2-TZVPD",
  "species": ["Hf", "O", "S", "O", "O", "O", "C", "N", "C", "C", "C", "C", "C", "C", "C", "C", "H", "H", "H", "H", "H", "H", "H", "H", "H", "H", "H", "H", "Se", "C", "C", "C", "N", "C", "C", "H", "H", "H", "H", "O", "B", "O", "C", "C", "C", "C", "C", "C", "H", "H", "H", "H", "O", "N", "O", "C", "C", "C", "C", "O", "C", "C", "N", "O", "O", "N", "O", "O", "H", "H"],
  "coordinates": [[0.01329, 0.67414, 0.46227], [-0.31435, 4.02916, 2.35023], [0.08919, 2.72801, 1.91859], [1.13560, 2.08051, 2.71377], [-1.08051, 1.73947, 1.86906], [0.56003, 2.67019, 0.46590], [-2.65736, -1.23309, -0.83189], [-2.22977, -0.87390, 0.52692], [-3.34312, -0.25930, 1.24811], [-1.82329, -2.10365, 1.22329], [-0.58194, -2.67776, 0.59088], [-0.42423, -4.05664, 0.47162], [0.73080, -4.58186, -0.09816], [1.71083, -3.70789, -0.55484], [1.52573, -2.32996, -0.43754], [0.37751, -1.76032, 0.13753], [-3.49414, -1.94874, -0.78105], [-1.83176, -1.68988, -1.37421], [-2.97315, -0.33520, -1.35439], [-4.14948, -0.99183, 1.40380], [-3.72550, 0.57755, 0.67032], [-2.99951, 0.11275, 2.21477], [-2.64584, -2.83398, 1.20707], [-1.63401, -1.84392, 2.26597], [-1.20461, -4.72617, 0.83010], [0.85801, -5.65608, -0.19387], [2.61390, -4.10093, -1.01981], [2.30188, -1.67640, -0.83467], [-2.17193, 2.16053, -1.05325], [-3.54341, 3.11981, -0.16020], [-3.73789, 3.21259, 1.22671], [-4.81512, 3.93111, 1.72320], [-5.71798, 4.57836, 0.97708], [-5.51059, 4.50890, -0.34404], [-4.47418, 3.81672, -0.94207], [-3.03484, 2.75161, 1.90128], [-4.96573, 3.99277, 2.79934], [-6.22860, 5.04522, -0.96173], [-4.37137, 3.79916, -2.02079], [0.29968, 1.55718, -2.74689], [0.30035, 0.42801, -1.85586], [0.33540, -0.72172, -2.71256], [0.32903, -0.29079, -3.99944], [0.33118, -1.03448, -5.15745], [0.28632, -0.33058, -6.36703], [0.23949, 1.05952, -6.38704], [0.24713, 1.80107, -5.20007], [0.30168, 1.09454, -4.02055], [0.36111, -2.11724, -5.12469], [0.28311, -0.87854, -7.30239], [0.18461, 1.57723, -7.33809], [0.19820, 2.88412, -5.19438], [6.88217, -1.30866, 4.26998], [5.69060, -1.36390, 4.51566], [5.23235, -1.76950, 5.56881], [4.75377, -0.94167, 3.48070], [5.22863, -0.54654, 2.23838], [4.36137, -0.15468, 1.26887], [2.93093, -0.05864, 1.49340], [2.15985, 0.45467, 0.67560], [2.51934, -0.58829, 2.77968], [3.40334, -0.98878, 3.73613], [1.10998, -0.76721, 3.11785], [0.82324, -1.28272, 4.17351], [0.27102, -0.46794, 2.30544], [4.96083, 0.14844, -0.05026], [4.23832, 0.22076, -1.00493], [6.18448, 0.15385, -0.11164], [6.28599, -0.56021, 2.02995], [3.03393, -1.34831, 4.68402]],
  "charge": -2,
  "energy_ev": -139550.5792,
  "multiplicity": 1
}